# C3H10N2O

A 2-piece molecular cluster, C3H10N2O overall (the ωB97M-V functional and the def2-TZVPD basis, the Open Molecules 2025 dataset).

```
16
Properties=species:S:1:pos:R:3:forces:R:3:nbo_charge:R:1
C -0.9645 1.5285 -0.2264 0.02 -1.38 0.78 -0.61
C -1.5105 0.1852 0.3764 1.37 0.24 -1.39 -0.26
N -0.6102 -0.9747 0.2548 -0.36 -0.47 -0.25 -0.49
C 0.4669 -1.1306 0.8743 1.81 2.53 0.68 0.29
N 1.1583 -0.0929 1.6055 -1.19 -0.87 -0.77 -0.85
H -0.6026 1.2979 -1.2289 -0.18 0.44 0.07 0.20
H -0.1438 1.8855 0.3880 0.12 0.41 -0.23 0.19
H -1.7821 2.2460 -0.2015 0.12 0.11 -0.28 0.22
H -2.2601 -0.1116 -0.3534 -0.98 0.23 0.91 0.21
H -1.7939 0.3788 1.4097 -0.55 -0.33 -0.02 0.19
H 1.1622 -1.9334 0.6766 -0.39 -0.75 0.08 0.17
H 0.6037 0.7434 1.6470 0.07 0.15 0.42 0.37
H 1.6215 -0.3132 2.4698 0.07 -0.25 0.03 0.38
O 1.2535 0.0049 -2.4692 2.29 -0.43 -0.94 -0.97
H 0.9448 0.8960 -2.4641 -1.00 0.22 0.36 0.48
H 0.7085 -0.7023 -2.1638 -1.20 0.16 0.55 0.49
```
Forces are in eV/Å.

HOMO: -9.465 eV
SMILES string: CC/N=C\N.O
Molecular weight: 90.13 g mol⁻¹
Total energy: -8299.860 eV
2S+1: 1
E_LUMO: 0.89 eV

# C3H10N2O

A 2-piece molecular cluster, C3H10N2O overall (the ωB97M-V functional and the def2-TZVPD basis, the Open Molecules 2025 dataset).

```
16
Properties=species:S:1:pos:R:3:forces:R:3:nbo_charge:R:1
N -0.9678 -2.8742 -0.0600 0.25 -0.91 -0.87 -0.82
C -1.2584 -1.5039 -0.1667 1.11 1.78 1.16 -0.06
C -0.5481 -0.5256 0.4779 -2.45 -0.74 -0.33 -0.10
N -0.9907 0.8561 0.4550 -0.88 -0.63 -2.00 -0.85
H -1.4359 -3.4866 -0.7260 -0.51 0.59 0.24 0.37
H -0.0031 -3.1117 -0.2550 0.28 0.43 0.49 0.37
H -2.1639 -1.1777 -0.6857 0.23 -0.42 -0.06 0.18
H 0.1880 -0.7350 1.2367 0.43 -0.11 -0.24 0.20
H -1.2212 1.2239 1.3469 -0.09 0.07 1.09 0.37
H -1.8577 0.9691 -0.1307 1.35 -0.21 0.69 0.37
C 2.1760 1.3719 -0.5483 -0.05 1.05 0.39 -0.26
O 1.2866 2.3765 -0.0310 0.32 -0.39 -0.20 -0.77
H 2.4986 0.7139 0.2797 -0.08 -0.08 -0.55 0.16
H 1.6943 0.8341 -1.3749 0.23 -0.20 0.24 0.16
H 3.0704 1.9004 -0.9408 -0.52 -0.36 0.21 0.18
H 0.4299 1.9294 0.1550 0.36 0.15 -0.26 0.49
```
Forces are in eV/Å.

HOMO: -7.959 eV
SMILES string: N/C=C/N.CO
Molecular weight: 90.13 g mol⁻¹
Total energy: -8299.503 eV
2S+1: 1
E_LUMO: 0.91 eV

# C3H10N2O

One molecule with the formula C3H10N2O (the ωB97M-V functional and the def2-TZVPD basis, the Open Molecules 2025 dataset).

```
16
Properties=species:S:1:pos:R:3:forces:R:3:nbo_charge:R:1
N -2.0887 -1.2975 -0.0217 0.12 -0.24 -1.20 -0.82
C -1.0976 -0.3993 -0.7116 1.72 0.70 -4.21 -0.25
C -0.0888 0.5376 0.0557 0.77 -0.13 1.41 -0.08
N 0.4985 1.6320 -0.8310 1.56 -1.05 -0.01 -0.84
C 1.0374 -0.3154 0.9928 -6.67 -1.36 -1.92 -0.05
O 2.1130 0.3224 1.3039 4.27 1.32 1.92 -0.69
H -1.4515 -1.7998 0.5689 0.04 -0.37 0.98 0.35
H -2.3814 -2.1227 -0.6674 0.60 2.34 0.92 0.36
H -0.5015 -1.1071 -1.3792 0.04 0.87 0.83 0.16
H -1.3916 0.3755 -1.5828 -0.81 -1.77 2.18 0.21
H -0.6954 1.1238 0.7857 0.40 -0.41 -0.33 0.19
H 1.1416 1.2568 -1.5931 -1.22 0.25 1.29 0.36
H 1.1534 2.2632 -0.2825 -1.36 -0.98 -0.69 0.35
H 1.3744 -1.1782 0.4176 -0.82 -0.70 0.18 0.16
H 0.3353 -0.5021 1.8897 1.25 -0.61 -0.97 0.14
H 2.0430 1.2111 1.0551 0.13 2.14 -0.36 0.46
```
Forces are in eV/Å.

HOMO: -9.423 eV
SMILES string: NC[C@H](N)CO
Molecular weight: 90.13 g mol⁻¹
Total energy: -8298.331 eV
2S+1: 1
E_LUMO: 0.77 eV

# C3H10N2O2

A 2-piece molecular cluster, C3H10N2O2 overall (the ωB97M-V functional and the def2-TZVPD basis, the Open Molecules 2025 dataset).

```
17
Properties=species:S:1:pos:R:3:forces:R:3:lowdin_spin:R:1
N 1.7857 1.4844 -0.7479 -0.39 0.66 0.38 0.11
C 1.1057 0.7862 0.3688 -0.89 0.59 -0.12 0.21
C -0.2401 0.2254 -0.1601 1.28 -0.44 0.90 0.21
N -0.0493 -0.5135 -1.3015 0.46 -0.05 -0.58 0.04
C -0.7539 -1.7227 -1.6379 -0.70 0.77 -0.38 0.05
O -1.2363 0.0527 0.5576 -0.42 -0.08 0.31 0.11
H 1.1821 2.3011 -0.9210 0.16 -0.18 -0.26 0.07
H 2.6588 1.8999 -0.4188 0.13 -0.26 0.11 0.07
H 1.7868 0.0094 0.7412 -0.11 -0.60 -0.32 0.06
H 0.8913 1.3672 1.2766 -0.08 0.29 -0.41 0.03
H 0.6479 -0.1191 -1.9073 0.29 -0.35 -0.01 0.01
H -0.4913 -2.5796 -1.0181 -0.06 0.03 0.15 0.01
H -1.8218 -1.5020 -1.5706 -0.18 -0.41 0.29 0.00
H -0.5956 -1.9901 -2.6837 0.32 0.06 0.01 0.00
H -1.7063 -0.5255 3.5985 -0.04 -0.43 0.00 0.01
H -1.6709 0.4487 2.4409 0.34 -0.10 -0.80 0.00
O -1.4931 0.3774 3.3833 -0.11 0.49 0.73 0.01
```
Forces are in eV/Å.

HOMO (spin up / spin down): 0.907 / -5.196 eV
Molecular weight: 106.12 g mol⁻¹
Total energy: -10347.366 eV
⟨S²⟩: 0.75
2S+1: 2
Net charge: -1
E_LUMO (spin up / spin down): 3.99 / 3.81 eV

What are the ΔE to the lowest compared entry with this formula, charge and spin values for these records? In order: 37.9; 46.1; 73.2; 15.3 kcal per mole.